Entry 1:
ORCA calculation (wB97M-V/def2-TZVPD) on a molecular structure, C24H42Br12O9.

```
87
Properties=species:S:1:pos:R:3:forces:R:3
Br 18.417580 -14.296680 -18.827120 0.40 -0.86 -0.88
C 18.820540 -15.638890 -20.296660 0.43 0.14 2.26
C 19.535340 -14.944030 -21.382180 -0.58 0.75 -1.32
Br 20.168630 -16.372210 -22.523130 0.44 -0.44 -0.62
H 17.932340 -16.238490 -20.495860 -0.02 0.62 -0.51
H 19.551310 -16.340330 -19.894090 -0.11 0.14 0.59
H 20.402460 -14.327560 -21.145170 -0.19 -0.26 0.47
H 18.888230 -14.358530 -22.035280 -0.02 0.00 0.14
Br 18.042540 -21.186350 -18.385970 0.81 0.57 -0.55
C 19.436410 -20.251690 -19.439160 0.64 -2.64 -1.20
C 19.989930 -19.122410 -18.708010 -1.95 1.21 1.17
Br 21.883390 -18.837160 -19.159280 -0.75 -0.04 -0.25
H 19.096510 -20.011720 -20.446630 -0.44 0.07 0.27
H 20.289660 -20.917330 -19.569430 -0.60 -0.88 0.03
H 19.793240 -19.321450 -17.654540 1.33 0.11 0.29
H 19.260510 -18.339970 -18.917370 1.12 1.19 -0.20
Br 18.966460 -15.309790 -27.270720 0.72 -0.43 0.16
C 20.681520 -16.256810 -26.949070 0.61 1.02 0.70
C 21.489350 -15.403320 -25.936880 -0.62 -0.17 -0.27
Br 23.343180 -16.249290 -25.617350 -1.71 0.77 -0.17
H 21.238430 -16.274980 -27.885880 -0.38 -0.27 0.01
H 20.446190 -17.245610 -26.555350 0.00 0.14 -0.20
H 20.945880 -15.239920 -25.006270 0.41 -0.91 0.34
H 21.554550 -14.368430 -26.272800 0.93 -0.24 -0.55
Br 19.217130 -8.536740 -22.374050 -0.50 0.96 0.56
C 19.835790 -9.870720 -23.582870 -0.15 0.79 -1.06
C 19.890640 -11.104320 -22.760590 0.89 -0.43 -0.54
Br 20.520570 -12.583520 -23.929380 -0.11 0.16 0.29
H 20.792230 -9.482420 -23.932920 0.14 -0.54 0.18
H 19.183950 -9.857500 -24.456390 -0.18 -0.35 0.26
H 18.932120 -11.417560 -22.346810 0.31 0.12 0.05
H 20.682840 -10.916100 -22.035960 -0.38 -0.70 0.33
Br 22.309850 -20.766440 -21.834740 -0.11 0.67 0.60
C 22.366240 -19.322130 -23.155790 1.77 0.23 -0.72
C 22.241320 -19.915760 -24.567530 0.16 0.66 1.44
Br 20.411530 -20.232060 -24.610020 -2.32 -0.85 -1.22
H 23.354290 -18.863410 -23.117950 -0.03 0.03 0.71
H 21.564300 -18.619200 -22.930230 0.21 -0.20 0.14
H 22.795710 -20.839470 -24.733400 0.11 0.35 -0.10
H 22.498660 -19.082990 -25.222030 0.13 -0.30 -0.28
Br 15.331350 -15.621200 -19.873240 -1.07 0.18 0.30
C 13.580430 -15.112470 -19.120810 -0.67 1.46 -0.52
C 13.381440 -15.771510 -17.820430 -0.52 -2.00 1.00
Br 11.702540 -15.257170 -16.936150 0.35 0.22 -0.27
H 12.764070 -15.301060 -19.818010 0.36 -0.81 -0.22
H 13.424050 -14.039360 -19.010820 1.11 0.27 -0.03
H 14.167840 -15.725460 -17.067070 0.01 0.59 -0.31
H 13.215820 -16.834980 -17.992810 0.12 -0.04 0.05
C 17.161990 -21.702410 -23.137520 -0.13 0.72 -0.04
C 15.992830 -20.894990 -22.595170 -0.61 0.00 -0.15
C 15.903310 -20.815410 -21.068030 0.47 -0.14 -0.97
O 16.580680 -19.539880 -20.837670 0.34 -0.54 1.34
C 16.662450 -18.815540 -21.970840 0.47 2.23 0.38
O 17.107660 -17.688530 -22.122320 -0.37 -1.74 1.26
O 16.141660 -19.466230 -22.948800 -1.15 -2.72 -2.37
H 17.022180 -22.768120 -22.956310 0.16 0.08 0.46
H 18.071510 -21.282600 -22.707840 0.34 -0.46 -0.07
H 17.186200 -21.620250 -24.224150 0.11 0.28 0.00
H 15.116560 -21.365450 -23.041150 -0.41 0.88 -0.03
H 16.392170 -21.716730 -20.698240 0.83 0.60 0.46
H 14.929460 -20.881660 -20.582930 -0.21 0.84 -0.41
C 25.089400 -9.505830 -20.461140 0.83 0.51 -0.82
C 24.492960 -10.764960 -19.906130 0.27 1.38 2.84
C 24.199990 -10.608430 -18.271620 1.21 1.49 -3.80
O 22.972130 -11.229360 -18.199640 -2.13 -2.05 1.45
C 22.344620 -11.406810 -19.383220 -1.45 -0.74 -1.02
O 21.230660 -11.897380 -19.623570 3.59 1.64 1.29
O 23.173840 -10.932570 -20.343240 -1.13 -0.73 -0.94
H 25.008980 -8.598280 -19.862810 -0.26 -0.23 0.26
H 24.693720 -9.250470 -21.444160 -0.21 -0.22 -0.03
H 26.151960 -9.674870 -20.635790 0.12 0.09 0.11
H 25.135940 -11.600160 -20.183820 -0.40 -0.37 0.18
H 24.010200 -9.544490 -18.129820 0.22 0.13 0.16
H 25.049210 -10.879660 -17.644430 -0.69 -0.91 0.22
C 15.590390 -14.645480 -23.473730 1.68 -1.39 0.35
C 14.734040 -13.434080 -23.306590 2.69 -1.04 -3.04
C 14.001730 -13.073320 -24.640700 2.51 -1.20 0.81
O 12.729900 -12.941920 -24.158350 -2.37 1.46 -0.51
C 12.615890 -13.466200 -22.920000 -4.56 1.13 -0.21
O 11.586190 -13.592500 -22.316620 0.18 0.04 -0.65
O 13.743030 -13.771530 -22.455760 1.93 -0.89 3.26
H 15.716930 -15.262620 -22.584220 -0.44 0.45 0.49
H 16.639400 -14.429240 -23.676050 -0.03 0.25 -0.69
H 15.209440 -15.390290 -24.172480 -0.06 0.37 -0.43
H 15.346380 -12.567690 -23.056570 -0.36 0.06 0.92
H 13.993350 -13.843150 -25.412310 0.27 -0.22 0.12
H 14.639050 -12.260080 -24.987920 -1.35 0.93 -0.50
```
Positions in Å, forces in eV/Å.

Properties
- ΔE to the lowest compared entry with this formula, charge and spin: 0.00 kJ/mol
- Molecular weight: 1433.44 g mol⁻¹
- Kohn-Sham gap (alpha / beta): 8.14 / 2.44 eV
- Calculated total energy: -32504.60478 Ha
- Spin multiplicity: 2
- Net charge: +1

***

Entry 2:
ORCA calculation (wB97M-V/def2-TZVPD) on 4 unconnected molecules or ions with the total composition C24H42Br6FNO4S.

```
79
Properties=species:S:1:pos:R:3:forces:R:3
C 2.218054 -2.326730 -0.830449 -0.45 0.03 -0.54
C 2.020562 -0.812383 -1.040290 0.08 -0.67 0.49
C 3.040190 -0.118891 -0.115428 0.03 -0.46 0.02
C 0.566480 -0.498040 -0.586862 0.66 0.80 0.13
C 2.254233 -0.562961 -2.541368 -0.54 0.46 0.41
C 2.468324 0.878500 -3.052634 -0.01 0.25 -0.79
C 2.368017 0.788238 -4.596827 0.59 -0.01 0.36
C 3.892611 1.417521 -2.802536 -0.39 0.02 0.39
C 1.390723 1.850001 -2.560455 -0.28 0.18 0.08
C 0.177839 1.975465 -3.248221 -0.21 0.23 0.39
C -0.844922 2.808923 -2.798541 0.49 -0.23 0.14
C -0.672268 3.545668 -1.634795 -0.18 0.06 -0.05
O -1.702363 4.347871 -1.165913 0.15 -0.04 0.26
C -2.685904 3.623676 -0.427906 -0.05 -0.54 -0.21
C -3.920238 3.293977 -1.270470 -0.22 0.14 0.25
O -4.001964 1.906098 -1.576024 0.08 0.09 -0.23
C -5.190284 1.310539 -1.114638 0.23 -0.20 -0.13
C -5.211193 -0.186386 -1.480174 0.09 0.25 0.56
N -3.937182 -0.675244 -2.042295 -0.72 -0.47 -0.24
S -3.837773 -0.603694 -3.674627 -0.50 -0.45 -0.32
O -4.896188 0.171814 -4.219137 0.23 0.24 0.15
O -3.562287 -1.902802 -4.190330 0.28 0.22 0.18
F -2.535802 0.215569 -3.828132 0.21 0.19 -0.12
C 0.527650 3.477054 -0.942827 0.13 -0.38 -0.39
C 1.535114 2.636551 -1.414368 -0.12 0.01 -0.06
H 1.478842 -2.859124 -1.434537 0.04 -0.12 -0.10
H 3.205056 -2.656473 -1.152073 0.16 -0.04 0.18
H 2.021193 -2.606437 0.202285 0.20 0.01 0.16
H 2.703606 0.844439 0.250147 0.11 0.21 -0.15
H 3.181160 -0.745509 0.763997 -0.06 0.05 0.20
H 4.023865 -0.048449 -0.574096 0.06 0.17 -0.09
H 0.092166 -1.364966 -0.131763 -0.17 -0.13 -0.19
H 0.589045 0.278069 0.185175 -0.07 -0.41 -0.49
H -0.021584 -0.081255 -1.401496 -0.27 -0.28 -0.05
H 1.362892 -0.936052 -3.053127 -0.05 -0.13 -0.03
H 3.080019 -1.188607 -2.884295 0.21 0.10 -0.04
H 2.431927 1.785127 -5.027985 -0.24 0.09 -0.10
H 3.254852 0.258749 -4.946627 -0.08 -0.25 -0.14
H 1.478656 0.269289 -4.935368 -0.07 -0.04 -0.14
H 4.164681 2.080861 -3.619745 0.17 0.05 -0.04
H 4.598778 0.593998 -2.735062 0.15 -0.03 -0.18
H 3.973881 1.991568 -1.885984 0.11 -0.04 0.12
H -0.028295 1.403376 -4.136510 0.11 -0.11 -0.14
H -1.774081 2.852425 -3.345481 -0.12 0.08 0.01
H -2.274170 2.670258 -0.093206 0.12 -0.05 0.07
H -2.951990 4.180056 0.468302 0.03 0.37 -0.11
H -4.828574 3.589193 -0.740753 -0.02 0.07 0.09
H -3.885160 3.884245 -2.185512 0.04 -0.07 -0.17
H -5.236035 1.411030 -0.026582 -0.16 0.06 0.09
H -6.066357 1.788061 -1.558792 -0.06 0.14 0.03
H -6.067481 -0.423702 -2.104683 0.05 0.07 -0.28
H -5.351883 -0.749730 -0.562783 0.08 -0.11 0.13
H -3.858313 -1.664003 -1.830835 0.36 0.02 0.13
H 0.691156 4.049993 -0.042510 -0.13 0.13 0.06
H 2.446669 2.587302 -0.841161 0.08 0.05 0.01
Br 1.730382 -1.561879 3.387147 0.02 -0.03 -0.01
C 0.721437 -0.213587 4.353408 0.01 -0.21 0.01
C -0.413166 0.313356 3.518275 0.07 0.29 0.00
Br 0.216006 1.546386 2.150910 -0.15 0.35 0.49
H 1.422390 0.561627 4.645781 0.00 0.03 -0.01
H 0.342021 -0.713793 5.242322 -0.04 0.01 -0.01
H -1.106384 0.888986 4.128132 0.01 -0.02 0.04
H -0.953841 -0.473805 3.006508 0.07 -0.04 0.00
Br 5.484240 -1.156495 4.074950 0.02 0.03 -0.02
C 5.236555 -2.898220 4.895042 0.05 0.16 0.06
C 6.054937 -3.958855 4.209765 -0.11 -0.16 -0.07
Br 5.270786 -4.475700 2.506723 0.04 0.05 -0.01
H 4.171903 -3.109352 4.860622 -0.01 -0.02 -0.01
H 5.551457 -2.781790 5.929609 0.03 -0.04 0.00
H 6.077827 -4.866574 4.808347 -0.02 0.01 0.03
H 7.068717 -3.632850 4.003414 0.01 0.03 0.02
Br -2.059908 -4.227302 4.198469 0.04 0.08 -0.01
C -3.117818 -2.904583 5.148891 0.02 -0.23 -0.02
C -4.262248 -2.394948 4.314410 -0.02 0.20 0.00
Br -3.648287 -1.155820 2.945179 -0.16 -0.06 -0.09
H -2.436620 -2.112445 5.442086 -0.03 0.04 0.02
H -3.493141 -3.408805 6.036269 -0.03 0.01 0.00
H -4.958615 -1.829445 4.929259 0.02 0.01 0.02
H -4.794577 -3.188172 3.800786 0.03 -0.05 0.02
```
Positions in Å, forces in eV/Å.

Properties
- Molecular weight: 939.09 g mol⁻¹
- Kohn-Sham gap: 8.58 eV
- Calculated total energy: -17237.49686 Ha
- SMILES: CC(C)(C)CC(C)(C)c1ccc(OCCOCCNS(=O)(=O)F)cc1.BrCCBr.BrCCBr.BrCCBr
- Net charge: 0

***

Entry 3:
ORCA calculation (wB97M-V/def2-TZVPD) on 2 unconnected molecules or ions with the total composition C24H42Cl4N3O6S.

```
80
Properties=species:S:1:pos:R:3:forces:R:3
C -3.942061 -2.967862 -0.670718 0.57 -0.10 0.10
C -2.622230 -2.823856 -0.840674 -0.85 0.39 -0.06
C -1.737864 -2.419484 0.295994 -0.18 -1.72 -0.78
N -0.856061 -1.194680 0.181437 1.11 -0.38 2.40
O -0.551196 -1.048706 1.611733 -0.46 0.23 -0.10
C 0.597411 -1.260312 -0.344341 0.27 0.51 -1.08
C 1.175122 -2.549164 -0.944511 -0.78 -0.17 -0.09
C 0.615354 -3.251191 -2.189640 0.67 -0.01 -0.06
C 1.662368 -4.233355 -2.676078 0.00 0.39 0.09
O 2.263448 -4.932783 -1.927559 0.33 -0.75 0.53
O 1.862776 -4.214837 -4.007088 -0.91 0.03 -0.57
C 0.891514 0.127446 -1.002593 -0.44 -0.61 -1.23
C 1.363880 0.095034 -2.478252 1.42 -0.74 0.83
C 2.850510 -0.345949 -2.528209 -0.84 1.61 -0.68
C 3.582628 0.000104 -3.775838 0.26 -3.57 0.68
O 3.117022 -1.409670 -3.347654 0.26 -0.34 0.24
C -0.234179 1.172818 -0.529816 1.52 -1.07 0.15
N 0.439403 2.048079 0.436203 -1.05 -0.13 0.73
C 0.851955 1.603792 1.762466 1.05 0.19 0.83
C 2.096093 2.411535 2.160106 -0.11 -0.34 -0.52
S -0.579880 2.418455 -1.876584 0.69 0.73 -1.52
C -1.987817 3.407075 -1.450877 -0.37 0.21 0.06
O 0.560929 3.297843 -1.909596 0.24 -0.14 0.70
O -0.823791 1.788345 -3.149975 -0.69 -0.41 0.39
C -1.501589 0.306820 -0.121350 -2.05 1.45 0.79
N -2.161833 0.643730 1.089158 1.05 0.47 -0.76
C -2.178263 1.928327 1.779279 -0.30 0.07 1.35
C -3.564116 2.421103 2.209971 0.26 0.06 0.07
C -4.384906 1.399677 3.003453 -0.14 0.27 -0.19
C -2.674637 0.291543 -1.185707 0.37 -0.76 -0.95
Cl -4.158681 1.068881 -0.735331 -0.11 -0.07 0.34
C -2.691923 -0.228934 -2.423043 0.44 0.23 0.21
C -1.583506 -0.936918 -3.083776 -0.34 -0.52 -0.06
Cl -4.049991 -0.114000 -3.451869 -0.30 0.07 -0.12
H -4.623888 -2.815521 -1.495643 -0.05 -1.01 -0.24
H -4.339738 -3.277844 0.288770 -0.31 1.00 0.28
H -2.233892 -3.027565 -1.823214 0.27 0.78 -0.20
H -2.359593 -2.281396 1.172498 -0.07 0.40 0.01
H -1.070537 -3.253059 0.539092 0.41 0.22 -0.01
H -0.338925 -1.944423 1.919814 0.12 -0.08 -0.18
H 1.175266 -1.179256 0.562427 -0.21 -0.14 0.27
H 2.227391 -2.338207 -1.121003 0.09 0.19 0.04
H 1.184125 -3.292528 -0.147768 0.08 -0.08 0.07
H -0.224398 -3.890237 -1.920548 -0.30 0.16 -0.13
H 0.380185 -2.618235 -3.029976 -0.20 0.18 0.00
H 1.744423 -5.101939 -4.372179 0.61 -0.11 0.04
H 1.832289 0.367706 -0.516963 -0.30 0.79 0.43
H 1.347551 1.067459 -2.941984 -0.40 0.10 -0.08
H 0.910793 -0.675031 -3.079055 -0.52 0.36 -0.33
H 3.434171 -0.272161 -1.607506 -0.01 -0.06 0.03
H 4.645918 -0.161762 -3.678300 0.29 1.12 -0.52
H 3.107873 0.017770 -4.742807 -0.03 1.36 -0.06
H 1.290554 2.356536 -0.014471 -0.23 0.30 -0.38
H 0.127992 1.789363 2.542866 -0.43 -0.07 -0.29
H 1.145370 0.557490 1.861791 -0.19 -0.14 -0.31
H 2.018509 3.435168 1.801084 -0.01 0.16 0.16
H 2.239991 2.375370 3.232386 -0.04 0.19 0.12
H 2.972161 1.937267 1.719688 0.18 0.22 -0.10
H -2.687230 3.304060 -2.275025 -0.08 -0.18 -0.02
H -2.476145 3.157328 -0.518944 0.07 -0.18 0.09
H -1.651137 4.438074 -1.415111 0.28 0.01 0.06
H -3.021973 0.137325 1.204522 -0.14 0.08 -0.07
H -1.654705 2.736685 1.286362 0.14 -0.24 -0.42
H -1.665675 1.801074 2.734056 0.12 -0.07 0.02
H -3.333994 3.239369 2.892611 -0.06 0.18 -0.05
H -4.121269 2.881966 1.398504 -0.13 -0.24 -0.18
H -5.444089 1.589571 2.853470 -0.12 -0.09 0.08
H -4.180693 1.498759 4.066007 0.05 -0.11 0.10
H -4.198970 0.361635 2.731785 -0.02 -0.08 -0.08
H -1.194655 -0.358917 -3.913738 0.17 0.18 0.07
H -0.826837 -1.191737 -2.364157 0.28 0.14 0.02
H -1.966568 -1.869014 -3.495570 -0.02 -0.09 -0.08
Cl 3.698931 0.080943 3.869568 0.05 -0.22 0.08
C 4.306320 0.800397 5.390478 -0.05 0.09 0.13
C 5.684262 1.385379 5.225222 0.06 0.03 0.01
Cl 6.913550 0.128442 4.950902 0.00 0.00 -0.02
H 4.289956 0.025931 6.151806 0.03 -0.07 -0.05
H 3.605340 1.583431 5.675549 0.00 0.02 -0.05
H 5.962608 1.915690 6.134021 -0.02 -0.02 0.03
H 5.723494 2.079741 4.389963 0.00 -0.02 -0.03
```
Positions in Å, forces in eV/Å.

Properties
- Molecular weight: 642.49 g mol⁻¹
- Kohn-Sham gap: 9.45 eV
- Calculated total energy: -3793.79791 Ha
- Net charge: +1